Model A:
A 12-piece molecular cluster, C6H35NO11 overall. Source: the OMol25 dataset; level of theory: ωB97M-V with the def2-TZVPD basis set.

The SMILES is CCN1CCCC1.O.O.O.O.O.O.O.O.O.O.O. The value obtained for the HOMO energy is -0.312 Ha. As for the net charge: 0. As for the frontier orbital gap: 8.46 eV. The value obtained for the lowest unoccupied orbital energy is -0.016 eV.

The geometry in XYZ format:
```
53
Properties=species:S:1:pos:R:3:nbo_charge:R:1
C 1.08432 3.23256 0.28819 -0.62
C 0.84532 1.80411 -0.10360 -0.21
N -0.59066 1.43314 0.07276 -0.49
C -1.46849 2.03862 -0.94279 -0.24
C -1.91385 0.87762 -1.81919 -0.44
C -1.96998 -0.35971 -0.94520 -0.44
C -0.84383 -0.03712 0.08588 -0.24
H 0.35699 3.87722 -0.21043 0.21
H 2.06492 3.67152 0.12260 0.22
H 0.87545 3.34792 1.34741 0.20
H 0.94686 1.62275 -1.18295 0.18
H 1.34487 1.07741 0.51785 0.19
H -1.06045 2.80470 -1.60681 0.21
H -2.25199 2.58834 -0.41530 0.19
H -2.81141 1.23619 -2.35137 0.22
H -1.31071 0.80903 -2.73202 0.21
H -1.65496 -1.18911 -1.57493 0.23
H -2.89409 -0.54775 -0.40522 0.21
H -1.13214 -0.30472 1.09790 0.21
H 0.09055 -0.51432 -0.22795 0.19
O 0.17272 -3.62608 -0.82351 -1.01
H 0.96788 -3.84220 -0.28942 0.52
H -0.51740 -4.29029 -0.71690 0.47
O -2.44423 1.27630 2.60656 -1.00
H -1.89328 1.44611 1.82894 0.49
H -2.65244 0.33078 2.61948 0.50
O -4.83491 1.51292 1.21224 -0.95
H -4.53971 1.93874 2.02558 0.48
H -4.00985 1.23665 0.80506 0.46
O -0.14022 1.11559 3.67592 -0.96
H -0.73029 1.82975 3.93494 0.50
H 0.71578 1.53036 3.52529 0.47
O 2.28348 -3.58701 0.87563 -1.02
H 2.96255 -3.02004 0.45559 0.50
H 2.11600 -3.23391 1.75951 0.49
O 1.54667 -2.39545 3.10745 -0.92
H 2.17229 -1.78435 3.51743 0.48
H 1.11299 -1.81763 2.46448 0.48
O 2.13900 2.42105 -3.97293 -0.94
H 2.64762 2.33854 -3.15643 0.47
H 2.35428 1.56852 -4.37190 0.47
O 2.07114 -0.48100 -2.62138 -0.97
H 2.23075 -1.22535 -3.21426 0.48
H 1.12517 -0.55211 -2.44533 0.49
O 0.03862 -2.47163 -3.96567 -0.97
H -0.66340 -2.73913 -4.56456 0.48
H -0.05480 -2.99992 -3.16233 0.50
O 3.82542 -1.57115 0.07675 -0.97
H 4.71931 -1.28105 0.27142 0.49
H 3.61129 -1.36787 -0.84224 0.50
O -1.54897 -1.31548 3.10341 -0.97
H -1.72989 -1.64438 3.99172 0.48
H -0.76028 -0.76767 3.27462 0.49
```



Model B:
A 11-piece molecular cluster, C6H35NO11 overall. Source: the OMol25 dataset; level of theory: ωB97M-V with the def2-TZVPD basis set.

The SMILES is CCN(CC)CCO.O.O.O.O.O.O.O.O.O.O. The value obtained for the HOMO energy is -0.308 Ha. As for the net charge: 0. As for the frontier orbital gap: 8.48 eV. The value obtained for the lowest unoccupied orbital energy is 0.095 eV.

The geometry in XYZ format:
```
53
Properties=species:S:1:pos:R:3:nbo_charge:R:1
C -1.26476 -0.34148 -2.71630 -0.67
C -1.00403 1.09842 -2.12862 -0.20
N 0.32546 1.16530 -1.46481 -0.49
C 1.27372 1.93649 -2.27965 -0.18
C 1.57915 1.45916 -3.74090 -0.63
C 0.86643 0.00095 -0.79547 -0.24
C 0.10606 0.05851 0.59058 -0.04
O 1.01821 0.18508 1.60011 -0.77
H -1.91538 -0.06147 -3.63216 0.22
H -0.42992 -0.65029 -3.37092 0.22
H -1.59594 -1.14036 -2.11259 0.22
H -1.20516 1.80083 -2.94043 0.22
H -1.78578 1.24904 -1.20852 0.15
H 2.14651 2.14374 -1.84144 0.19
H 0.85044 3.04137 -2.39946 0.17
H 1.98206 2.30353 -4.26571 0.21
H 0.78327 1.05691 -4.24515 0.20
H 2.35344 0.67486 -3.70071 0.20
H 0.65727 -1.04819 -1.43702 0.18
H 1.86391 0.18230 -0.71948 0.20
H -0.72430 -0.70436 0.75938 0.16
H -0.48994 1.03702 0.51337 0.17
H 1.47225 -0.63302 1.89909 0.51
O 2.58719 2.02177 2.77729 -0.97
H 3.32653 1.66124 2.24463 0.47
H 1.92308 1.43250 2.50491 0.49
O -1.91453 2.88402 1.16600 -0.99
H -1.62255 3.48302 1.85924 0.50
H -1.07018 2.79834 0.52394 0.49
O 2.16445 -2.79070 1.16238 -0.95
H 2.47738 -3.24401 0.50566 0.46
H 1.16166 -2.83952 1.00454 0.49
O -2.57112 -2.19174 2.32256 -0.99
H -2.38570 -2.01548 3.24167 0.49
H -3.15276 -1.48219 1.95835 0.50
O -2.96249 -0.14507 0.63141 -0.93
H -2.63826 0.71718 0.55113 0.51
H -3.67357 -0.14085 0.08437 0.48
O -0.84270 -2.69681 0.15063 -0.99
H -1.36865 -3.44425 0.49505 0.49
H -1.41199 -1.95165 0.50618 0.50
O 3.59378 -2.93077 -1.74033 -0.98
H 2.66238 -2.97714 -2.06844 0.49
H 3.73039 -2.01191 -1.49065 0.47
O 1.01097 -3.40513 -2.32291 -0.96
H 1.21141 -4.25103 -1.92793 0.48
H 0.13271 -3.10751 -1.96315 0.51
O -3.82986 0.60961 3.10732 -1.00
H -3.75687 0.50848 2.07108 0.48
H -3.48754 1.52158 3.40013 0.48
O 0.53054 4.09467 2.04160 -0.96
H 1.33073 3.75122 1.73054 0.48
H 0.75591 3.83107 2.97787 0.48
```



Stability verdict: model A, ahead by 3.529 eV



Model A:
CH4InO as an isolated structure. Source: the OMol25 dataset; level of theory: ωB97M-V with the def2-TZVPD basis set.

The value obtained for the HOMO energy is -0.989 Ha. As for the net charge: +3. As for the frontier orbital gap: 4.26 eV. The value obtained for the lowest unoccupied orbital energy is -22.652 eV.

The geometry in XYZ format:
```
7
Properties=species:S:1:pos:R:3:nbo_charge:R:1
In -2.12004 2.09232 -1.59382 1.63
C 0.37166 -0.32542 0.57716 -0.27
O 0.03180 0.07493 -0.68957 -0.26
H 0.97602 -1.24324 0.61052 0.33
H 0.93064 0.50585 1.13631 0.47
H -0.54391 -0.43948 1.26154 0.50
H 0.35382 -0.66496 -1.30212 0.61
```



Model B:
CH4InO as an isolated structure. Source: the OMol25 dataset; level of theory: ωB97M-V with the def2-TZVPD basis set.

The value obtained for the HOMO energy is -0.980 Ha. As for the net charge: +3. As for the frontier orbital gap: 3.95 eV. The value obtained for the lowest unoccupied orbital energy is -22.706 eV.

The geometry in XYZ format:
```
7
Properties=species:S:1:pos:R:3:nbo_charge:R:1
In 20.76673 -22.93179 2.89498 1.61
C 16.60775 -23.28255 2.30828 -0.25
O 17.70888 -22.57386 2.70630 -0.25
H 16.41549 -22.99213 1.19706 0.53
H 16.85253 -24.34956 2.18210 0.32
H 15.62770 -23.09515 2.83833 0.45
H 17.42180 -21.61573 2.83324 0.59
```



Stability verdict: model A, ahead by 0.094 eV



Model A:
C3HCl5 in the gas phase. Source: the OMol25 dataset; level of theory: ωB97M-V with the def2-TZVPD basis set.

The value obtained for the HOMO energy (spin up / spin down) is -0.308 / -0.314 Ha. As for the net charge: 0. As for the frontier orbital gap (spin up / spin down): 8.00 / 8.16 eV. The value obtained for the lowest unoccupied orbital energy (spin up / spin down) is -0.384 / -0.383 eV.

The geometry in XYZ format:
```
9
Properties=species:S:1:pos:R:3:nbo_charge:R:1
C -0.20298 0.69937 -0.09156 -0.25
C 0.88940 1.11897 -1.07596 -0.21
C 2.01232 0.80865 -0.01830 -0.17
Cl -0.70327 1.82221 1.12306 0.05
Cl 0.89784 -0.15349 -2.31910 0.03
Cl 0.87426 2.69844 -1.61552 0.11
Cl 2.17718 1.95308 1.16021 0.12
Cl 2.95080 -0.62305 0.22880 0.09
H -0.35993 -0.34769 0.12824 0.24
```



Model B:
A 2-piece molecular cluster, C3HCl5 overall. Source: the OMol25 dataset; level of theory: ωB97M-V with the def2-TZVPD basis set.

The value obtained for the HOMO energy is -0.352 Ha. As for the net charge: 0. As for the frontier orbital gap: 8.29 eV. The value obtained for the lowest unoccupied orbital energy is -1.293 eV.

The geometry in XYZ format:
```
9
Properties=species:S:1:pos:R:3:nbo_charge:R:1
C 0.38563 -0.17948 -1.17622 -0.22
C 0.70876 1.12795 -1.22390 -0.12
C -3.49822 -0.39820 -1.54141 -0.08
Cl 1.17112 -1.47687 -2.05851 0.01
Cl -0.23101 2.37421 -0.54161 0.08
Cl 2.02828 1.68060 -2.21216 0.04
Cl -3.52371 -2.07326 -1.63330 0.08
Cl -3.10944 0.30537 -3.11260 0.00
H -0.31807 -0.48561 -0.59114 0.20
```



Stability verdict: model A, ahead by 0.637 eV



Model A:
An isolated ion of composition C7H16NO2 and charge +1. Source: the OMol25 dataset; level of theory: ωB97M-V with the def2-TZVPD basis set.

The value obtained for the HOMO energy (spin up / spin down) is -0.419 / -0.347 Ha. As for the net charge: +1. As for the frontier orbital gap (spin up / spin down): 8.61 / 5.77 eV. The value obtained for the lowest unoccupied orbital energy (spin up / spin down) is -2.776 / -3.664 eV.

The geometry in XYZ format:
```
26
Properties=species:S:1:pos:R:3:nbo_charge:R:1
C 0.17255 -0.49127 1.48351 -0.20
C 1.52087 -0.77602 0.62474 -0.32
C 1.75497 0.49158 -0.13265 0.62
C -1.35929 0.62892 -0.26526 0.12
C 1.42290 -1.95463 -0.29630 -0.65
C -1.83621 0.32107 -1.63612 -0.66
C -1.54157 1.88761 0.53784 -0.68
N -1.06994 -0.58776 0.62520 -0.55
O 1.95393 1.53442 0.57643 -0.65
O 1.86191 0.47110 -1.47742 -0.66
H -0.10201 -1.19808 2.21811 0.20
H 0.28867 0.44911 1.96485 0.24
H 2.27139 -0.86894 1.44166 0.26
H 2.36194 -2.25541 -0.62732 0.25
H 0.78083 -1.90526 -1.24123 0.21
H 1.00381 -2.81186 0.31269 0.24
H -1.94338 -0.72799 -1.53623 0.19
H -1.16449 0.40214 -2.45111 0.23
H -2.73518 0.74108 -1.96436 0.24
H -2.64861 2.02379 0.82671 0.22
H -1.28137 2.67991 -0.04864 0.24
H -0.98455 1.89340 1.50947 0.22
H -1.04608 -1.41784 0.02166 0.44
H -1.73693 -0.53195 1.37191 0.43
H 2.32234 2.31640 0.08028 0.53
H 1.73351 -0.31352 -1.91843 0.50
```



Model B:
A 2-piece molecular cluster, C7H16NO2 overall. Source: the OMol25 dataset; level of theory: ωB97M-V with the def2-TZVPD basis set.

The value obtained for the HOMO energy is -0.501 Ha. As for the net charge: +1. As for the frontier orbital gap: 8.94 eV. The value obtained for the lowest unoccupied orbital energy is -4.688 eV.

The geometry in XYZ format:
```
26
Properties=species:S:1:pos:R:3:nbo_charge:R:1
C 2.35303 -1.19199 0.60919 -0.63
C 3.22692 0.78912 -0.47043 -0.60
C -2.08240 0.83033 1.54276 -0.68
C -3.16046 -0.73099 -0.24919 -0.76
C 0.82561 -0.02838 -1.00699 -0.31
C 1.95472 0.17401 0.09679 -0.19
C -2.44097 0.44828 0.08391 0.73
N -0.35902 -0.48885 -0.32546 0.16
O -0.53137 -1.67124 -0.35641 -0.24
O -2.36418 1.42719 -0.75749 -0.58
H 3.38516 -1.06057 0.94991 0.23
H 1.79731 -1.65350 1.48768 0.22
H 2.32808 -1.82680 -0.28485 0.21
H 3.82758 0.00044 -0.91279 0.22
H 3.75426 1.24369 0.27647 0.23
H 3.00371 1.55776 -1.20033 0.21
H -3.02057 1.09486 1.97012 0.26
H -1.46386 0.19379 2.10802 0.27
H -1.52992 1.77117 1.35777 0.25
H -3.34164 -0.83308 -1.28707 0.24
H -4.14910 -0.54170 0.12478 0.29
H -2.75883 -1.63544 0.12746 0.30
H 0.61581 0.91447 -1.34881 0.22
H 1.23654 -0.71739 -1.73968 0.23
H 1.54202 0.79040 0.89511 0.21
H -2.64843 1.14445 -1.69047 0.52
```



Stability verdict: model B, ahead by 0.662 eV



Model A:
An isolated ion of composition C10H15N2 and charge +1. Source: the OMol25 dataset; level of theory: ωB97M-V with the def2-TZVPD basis set.

The SMILES is [H]/N=C(/c1ccccc1)[C@@H](C)[NH2+]C. The value obtained for the HOMO energy is -0.460 Ha. As for the net charge: +1. As for the frontier orbital gap: 9.10 eV. The value obtained for the lowest unoccupied orbital energy is -3.411 eV.

The geometry in XYZ format:
```
27
Properties=species:S:1:pos:R:3:nbo_charge:R:1
H -1.29202 2.06321 1.42081 0.35
N -0.37703 2.04967 0.93251 -0.63
C -0.03229 0.98271 0.32049 0.34
C 1.33059 0.49800 0.09299 -0.19
C 1.75207 -0.73733 -0.62171 -0.16
C 3.07200 -1.12035 -0.69805 -0.22
C 4.11885 -0.33813 -0.28084 -0.16
C 3.79029 0.86546 0.26811 -0.21
C 2.45564 1.26798 0.40530 -0.12
C -1.23678 -0.07628 -0.13004 -0.13
C -1.52113 -0.93309 1.10196 -0.65
N -2.51850 0.63564 -0.52203 -0.48
C -3.44961 -0.38586 -0.94360 -0.44
H 0.91318 -1.46261 -0.90292 0.20
H 3.30522 -2.18530 -1.21262 0.24
H 5.15655 -0.68133 -0.31917 0.24
H 4.61223 1.50141 0.64018 0.24
H 2.22703 2.21398 0.88446 0.23
H -1.00329 -0.87001 -0.85396 0.25
H -2.45686 -0.70531 1.61354 0.21
H -1.70486 -1.91965 0.80150 0.23
H -0.72474 -0.92162 1.83174 0.26
H -2.29420 1.22181 -1.22120 0.43
H -2.98855 1.11018 0.29682 0.44
H -3.60992 -1.13354 -0.04392 0.24
H -4.45844 -0.09119 -1.02681 0.25
H -3.06543 -0.84849 -1.83355 0.24
```



Model B:
An isolated ion of composition C10H15N2 and charge +1. Source: the OMol25 dataset; level of theory: ωB97M-V with the def2-TZVPD basis set.

The SMILES is C/N=C1\C=CC=C[C@@]12C[N+]2(C)C. The value obtained for the HOMO energy is -0.461 Ha. As for the net charge: +1. As for the frontier orbital gap: 8.21 eV. The value obtained for the lowest unoccupied orbital energy is -4.330 eV.

The geometry in XYZ format:
```
27
Properties=species:S:1:pos:R:3:nbo_charge:R:1
C 2.17458 -2.56512 -0.40163 -0.44
N 1.12389 -1.54891 -0.61186 -0.35
C 1.07539 -0.36339 -0.19091 0.16
C 2.11684 0.24133 0.60811 -0.25
C 1.99314 1.59606 0.83100 -0.15
C 1.05036 2.40245 0.14033 -0.17
C 0.11257 1.80378 -0.53373 -0.22
C -0.11841 0.41485 -0.65846 0.17
C -1.21678 -0.07830 -1.44030 -0.23
N -1.55487 0.05255 -0.06779 -0.21
C -2.56333 1.06215 0.35912 -0.39
C -1.59216 -1.18265 0.72237 -0.44
H 2.22401 -3.26106 -1.17983 0.23
H 3.11103 -2.07653 -0.28982 0.20
H 1.87775 -3.15201 0.52366 0.22
H 2.79288 -0.24937 1.29260 0.25
H 2.65099 2.09172 1.42150 0.22
H 1.16448 3.50384 0.15724 0.25
H -0.64400 2.33357 -1.18938 0.21
H -1.66897 0.74453 -2.02664 0.23
H -1.13496 -1.05290 -1.97581 0.28
H -2.20403 1.45371 1.34990 0.23
H -2.68306 1.89630 -0.26735 0.24
H -3.38763 0.46335 0.53043 0.23
H -2.63026 -1.55658 0.83737 0.24
H -1.04208 -2.05092 0.36384 0.27
H -1.02738 -0.92243 1.69604 0.23
```



Stability verdict: model A, ahead by 1.107 eV